Molecular formula: C50H48BrN6OS3SeSiTl
Method: DFT, the ωB97M-V functional and the def2-TZVPD basis

- Charge: 0
- Spin multiplicity: 1
- ΔE to the lowest compared entry with this formula, charge and spin: 492.67 kJ/mol
- DFT total energy: -8969.7992 hartree

Element x y z (Å)
N (-1.75, 5.77, 3.39)
C (5.15, -0.20, -2.93)
C (2.16, 4.45, -0.25)
C (1.03, 5.20, -2.67)
C (-1.48, -2.81, -2.10)
C (-4.12, 3.43, 2.09)
C (-3.70, 2.76, -5.66)
H (5.44, -6.29, 1.33)
H (1.66, 7.19, -2.17)
C (-2.16, 1.83, -4.00)
N (-0.48, -1.74, -2.03)
H (-3.09, -1.37, -1.87)
H (1.51, -2.72, 3.63)
H (3.95, 0.18, -4.68)
H (-2.04, 1.11, 1.83)
H (-3.94, 2.96, -6.69)
N (1.79, -1.40, 0.73)
C (-1.55, -3.58, -0.72)
H (0.38, -7.21, 0.71)
H (-3.62, -2.95, -2.46)
H (-0.52, 7.26, 4.14)
N (-0.37, -0.05, 1.88)
C (4.30, -4.58, 0.70)
H (-2.75, -1.84, -3.55)
H (-0.47, -5.17, 2.75)
H (4.59, -6.21, 3.66)
C (-2.83, 6.04, 4.22)
C (4.26, -5.47, 2.93)
H (1.56, -6.27, -0.22)
H (5.97, -0.63, -3.49)
C (1.53, -1.55, 1.96)
H (2.99, -4.44, 4.33)
H (1.62, -0.59, 4.53)
C (-1.14, -3.84, -3.16)
H (-1.79, -3.85, 3.93)
C (0.00, -3.81, -3.91)
C (-4.60, 3.14, -4.63)
C (5.22, -0.10, -1.55)
H (1.30, -0.97, -2.60)
H (0.58, 5.49, -3.61)
C (1.57, 3.48, -1.06)
H (4.23, 0.50, 0.25)
H (-3.09, -2.94, 3.17)
N (2.02, -2.54, 2.78)
Si (1.64, 1.70, -0.51)
C (-2.83, -2.20, -2.52)
Se (-0.91, 4.09, 1.24)
H (-2.46, -4.18, -0.91)
H (-0.24, 6.83, 2.43)
C (-0.13, 0.65, 4.56)
C (-1.17, 1.14, 3.80)
N (-3.34, 4.44, 2.81)
O (-2.45, -0.62, -0.08)
C (3.01, 0.89, -1.48)
S (-2.83, 1.98, -1.31)
C (0.60, -1.79, -2.73)
H (1.54, -6.18, 1.55)
H (2.59, 4.16, 0.71)
C (-0.08, -5.12, 0.59)
C (-0.72, -4.67, 1.82)
H (0.18, -4.57, -4.66)
C (-2.53, 2.13, -5.35)
C (-4.30, 2.88, -3.33)
H (-1.92, 1.80, 4.22)
C (0.92, -2.79, -3.68)
C (-0.47, 6.45, 3.42)
C (1.63, 6.15, -1.86)
H (-5.06, 3.87, 1.76)
H (-4.98, 3.17, -2.54)
H (1.85, -2.74, -4.23)
H (-0.02, 0.93, 5.60)
C (-3.08, 2.22, -2.96)
H (-4.33, 2.58, 2.74)
C (-1.81, -2.84, 0.61)
H (6.11, -0.44, -1.02)
C (2.96, 0.79, -2.88)
S (2.84, -2.43, -0.12)
C (-2.35, -1.60, 0.77)
H (0.13, -4.88, -1.47)
C (0.61, -0.56, 2.63)
C (-1.51, -3.58, 1.83)
H (1.93, 1.63, 0.93)
C (4.74, -5.52, 1.63)
H (4.65, -4.61, -0.32)
S (-0.69, 1.04, -3.73)
C (-2.01, -3.10, 3.17)
C (3.36, -4.48, 3.31)
C (3.39, -3.59, 1.08)
H (-3.55, 3.11, 1.23)
Br (-2.35, -5.24, -3.49)
H (0.32, 5.75, 3.70)
H (0.50, 3.14, -2.90)
C (4.01, 0.24, -3.59)
H (-5.53, 3.65, -4.87)
C (-1.24, 0.76, 2.47)
C (2.92, -3.55, 2.39)
H (-4.83, 5.10, 4.24)
H (-1.84, 1.84, -6.13)
C (0.91, -6.25, 0.66)
C (-0.40, -4.56, -0.58)
C (0.99, 3.87, -2.27)
H (-2.75, -1.40, 1.76)
C (-3.82, 5.21, 3.85)
C (-2.06, 4.78, 2.51)
H (2.08, 1.15, -3.42)
Tl (-0.60, 0.47, -0.96)
C (4.16, 0.44, -0.83)
H (-1.55, -2.16, 3.48)
C (0.78, -0.22, 3.97)
H (2.66, 6.52, 0.00)
C (2.20, 5.78, -0.64)
H (-2.80, 6.80, 4.98)

These are the Mulliken partial charges, in e, on atoms 1 to 2: 0.18, -0.67

Molecular formula: C50H48F3N9RbS5Sb
Method: DFT, the ωB97M-V functional and the def2-TZVPD basis

- Charge: -2
- Spin multiplicity: 1
- ΔE to the lowest compared entry with this formula, charge and spin: 9.81 kJ/mol
- DFT total energy: -4981.9534 hartree

Element x y z (Å)
H (5.77, -2.57, 5.72)
C (-0.46, 0.27, -5.61)
H (4.76, -1.11, 5.68)
C (3.06, -1.91, 3.70)
H (6.47, 1.17, -3.42)
H (5.72, -1.55, 4.27)
C (-4.01, -3.99, -2.06)
S (0.49, 3.89, 1.85)
C (2.76, 1.04, -1.54)
C (-5.04, -4.04, -1.14)
H (7.93, 1.81, -2.66)
H (-4.13, 0.03, 6.75)
H (1.25, 3.51, -1.34)
C (-1.76, 5.13, 0.68)
C (-3.75, -0.16, 5.76)
H (5.34, -0.13, 0.95)
H (3.68, -4.55, 3.30)
S (-2.49, 6.68, 0.35)
C (-0.56, 5.19, 1.32)
C (3.56, -1.35, 2.52)
H (2.34, -3.98, 5.43)
C (5.07, 0.78, -0.98)
C (4.10, 1.20, -1.87)
H (6.40, 2.69, -2.51)
S (-0.02, 6.82, 1.67)
C (-0.98, 0.45, -4.34)
Rb (-0.39, 1.07, 0.13)
C (-3.33, -2.92, 3.31)
C (1.74, -1.60, 4.02)
C (-5.52, -2.92, -0.50)
C (-7.02, 2.54, -3.99)
H (-3.14, 1.90, 5.48)
C (-2.27, 0.02, -4.01)
C (-2.82, -3.08, 2.06)
H (7.02, -1.08, -0.48)
C (-4.94, -1.69, -0.80)
H (4.57, -1.56, 2.21)
H (7.15, 1.08, 0.85)
C (-4.81, 2.59, -3.10)
S (-1.40, 9.40, 1.01)
H (-4.04, -0.93, -4.79)
C (-3.83, -1.42, 5.23)
H (-3.75, -3.76, 3.85)
H (-1.86, -2.05, 0.40)
N (2.35, 0.50, -0.39)
Sb (-3.03, 0.36, -2.04)
C (0.10, -2.10, -1.89)
H (-6.11, -0.53, -2.97)
C (1.00, -0.79, 3.17)
H (-3.10, -1.28, -7.06)
H (5.12, -4.60, 4.33)
H (4.35, 1.66, -2.82)
C (1.44, -3.20, -3.43)
C (-1.31, 7.72, 1.01)
H (1.98, 1.37, -2.22)
H (8.24, -0.43, -1.59)
H (-2.11, 2.68, 3.35)
C (-3.91, -1.58, -1.73)
C (-3.19, 0.91, 5.04)
H (3.87, -4.03, 6.32)
N (1.49, -0.28, 2.05)
H (1.27, -1.99, 4.92)
C (-3.33, -1.64, 3.92)
N (-0.58, -1.27, -1.44)
H (-0.38, 0.96, -3.60)
H (5.11, -3.59, 2.88)
C (-3.45, -2.74, -2.35)
H (6.70, -1.04, -2.21)
C (-6.03, 0.53, -3.16)
F (-0.75, -0.55, -7.80)
C (6.57, 0.91, -1.25)
H (-3.94, 3.17, -2.83)
C (6.85, 1.69, -2.54)
N (-0.44, 3.62, -2.42)
H (-0.02, -0.54, 3.41)
C (3.27, 0.07, 0.46)
N (-2.09, 1.72, 3.05)
H (2.83, -2.61, 6.43)
N (-2.27, -0.76, 1.92)
C (4.50, -3.95, 3.71)
C (3.95, -2.79, 4.56)
H (-6.32, -3.02, 0.23)
H (-5.31, -0.81, -0.28)
H (0.42, 4.85, -1.07)
H (0.54, 0.60, -5.88)
C (-3.03, -0.60, -5.00)
H (-5.86, 4.33, -3.87)
C (-1.25, -0.36, -6.55)
N (0.73, 4.24, -1.83)
H (-3.65, -4.89, -2.52)
F (-8.08, 3.18, -4.55)
H (6.80, 2.62, 0.07)
C (-2.78, -0.58, 3.18)
H (-2.63, -2.70, -3.05)
C (7.24, 1.64, -0.08)
C (-7.12, 1.19, -3.74)
N (2.01, -3.41, -4.42)
C (-2.28, -1.95, 1.39)
H (8.31, 1.77, -0.29)
H (-4.25, -2.25, 5.79)
H (-8.03, 0.66, -3.99)
C (2.75, -0.54, 1.74)
C (3.20, -3.38, 5.75)
N (0.84, -3.09, -2.27)
H (-2.81, -4.04, 1.57)
C (-2.70, 0.74, 3.75)
H (-1.16, 3.53, -1.69)
F (-5.59, -5.25, -0.85)
H (-1.98, 1.62, 2.06)
C (-5.89, 3.26, -3.68)
S (-2.67, 3.72, 0.16)
C (5.12, -1.96, 5.09)
H (-0.82, 4.30, -3.07)
C (-2.52, -0.80, -6.28)
C (4.63, 0.20, 0.21)
C (-4.86, 1.22, -2.85)
C (7.17, -0.50, -1.39)

These are the Mulliken partial charges, in e, on atoms 1 to 2: 0.43, -0.58

Molecular formula: C50H48F3N9RbS5Sb
Method: DFT, the ωB97M-V functional and the def2-TZVPD basis

- Charge: -2
- Spin multiplicity: 1
- ΔE to the lowest compared entry with this formula, charge and spin: 0.63 kJ/mol
- DFT total energy: -4981.9569 hartree

Element x y z (Å)
H (1.86, 3.63, 3.56)
S (3.63, 1.80, -0.09)
C (0.88, 3.27, 3.26)
C (0.80, -0.41, -5.77)
C (2.28, 0.70, -7.45)
H (-1.71, 0.34, 0.77)
C (0.26, -4.29, -1.63)
C (0.58, -3.78, 3.09)
H (-1.76, 4.93, -1.10)
H (1.22, 0.17, 6.57)
H (-2.08, 4.62, -5.64)
C (1.88, -3.91, 2.59)
H (-3.36, 5.10, -4.51)
C (-2.71, 1.61, 1.98)
N (0.82, -5.25, -2.30)
C (1.19, -0.36, -7.24)
S (3.01, -0.66, 2.58)
N (-2.86, -1.68, -0.93)
H (-2.16, -4.21, 0.56)
H (3.75, -4.97, 2.72)
H (-2.53, 6.33, -5.48)
H (0.70, -6.30, 5.39)
H (-1.12, 6.89, -2.09)
C (-1.48, 2.21, 2.41)
C (-0.05, 0.01, -8.07)
C (0.16, -5.73, -3.34)
C (-0.03, 0.71, -3.80)
Sb (-0.68, -2.24, 2.33)
H (-0.25, 4.64, 4.44)
H (-0.84, -4.56, 4.50)
C (4.65, 1.23, 1.22)
H (1.73, 1.78, 1.94)
F (-5.86, -5.76, 2.57)
C (-0.01, 6.00, -4.43)
C (-4.48, -4.18, 3.65)
C (-0.27, 3.81, 3.73)
C (-3.92, 3.21, 3.33)
C (-1.21, 2.88, -1.12)
C (-4.75, -4.97, 2.55)
F (-0.88, 1.45, 7.38)
C (2.74, -4.88, 3.09)
C (1.72, -1.71, -7.73)
H (-5.14, -4.20, 4.50)
N (-2.61, 0.49, 1.20)
C (0.17, -4.64, 4.10)
H (0.97, -2.50, -7.65)
N (-0.35, -6.20, -4.27)
H (2.59, 0.71, -8.50)
H (0.52, -2.39, -3.04)
C (-3.33, -3.38, 3.62)
H (2.60, -2.02, -7.18)
C (1.01, -5.62, 4.61)
H (-2.88, -0.61, 3.94)
H (3.16, 0.48, -6.84)
N (0.04, -0.41, -3.07)
H (-4.84, 1.67, 2.12)
C (-0.72, 3.14, -3.75)
H (-0.84, -0.74, -7.94)
H (-0.12, 6.96, -4.95)
H (2.00, -1.62, -8.79)
C (-1.83, 6.70, -2.89)
N (-0.32, 1.69, 1.93)
C (0.87, -1.56, -5.00)
H (2.24, -3.23, 1.84)
C (0.35, 0.75, -5.13)
C (-1.17, 4.27, -3.07)
H (0.35, 5.27, -5.15)
H (-0.51, 3.21, -4.81)
Rb (1.16, -0.44, -0.13)
H (-2.79, 6.47, -2.44)
H (-4.88, 3.58, 3.68)
C (-3.90, 2.12, 2.44)
C (-2.39, 5.39, -4.93)
C (-2.49, -3.38, 2.52)
C (2.29, -5.71, 4.08)
H (-1.95, 7.62, -3.46)
C (4.43, 0.32, 2.21)
H (1.28, -1.36, 4.64)
C (-1.42, 4.11, -1.71)
C (-0.81, -1.13, 4.16)
F (3.12, -6.66, 4.57)
C (0.32, -0.04, 6.00)
H (-2.93, 0.93, 5.87)
H (-2.78, 4.62, 4.47)
H (0.21, 0.06, -9.13)
H (-2.67, -1.17, -2.88)
C (-0.53, 1.94, -3.08)
N (-0.17, -3.41, -0.99)
H (1.93, 1.70, -7.19)
C (-2.02, 0.39, 5.61)
C (-3.93, -5.00, 1.44)
H (-1.96, -2.16, -1.02)
C (-1.98, -0.47, 4.52)
S (8.45, 1.42, 3.21)
C (0.81, 2.20, 2.33)
C (-1.52, 3.29, 3.31)
H (-2.49, 0.04, -1.84)
C (-2.80, -4.19, 1.43)
S (6.25, 1.95, 1.26)
H (-1.39, 2.75, -0.06)
H (-0.45, 0.98, -7.77)
C (6.88, 1.20, 2.65)
C (-1.35, 5.58, -3.81)
H (-3.59, -2.38, -0.98)
H (1.21, -2.50, -5.40)
S (5.77, 0.08, 3.30)
N (-0.78, 1.81, -1.77)
N (-3.07, -0.77, -2.03)
H (-3.39, 0.11, 0.69)
C (-0.86, 0.59, 6.32)
H (0.29, 1.67, -5.69)
H (0.75, 6.12, -3.66)
H (-3.11, -2.77, 4.49)
C (-2.76, 3.79, 3.77)
C (0.48, -1.51, -3.66)
C (0.34, -0.91, 4.92)
H (-4.18, -5.64, 0.60)

These are the Mulliken partial charges, in e, on atoms 1 to 2: 0.51, -0.48

Molecular formula: C50H48N7OSSbSiTi
Method: DFT, the ωB97M-V functional and the def2-TZVPD basis

- Charge: 0
- Spin multiplicity: 1
- ΔE to the lowest compared entry with this formula, charge and spin: 139.22 kJ/mol
- DFT total energy: -4170.1092 hartree

Element x y z (Å)
H (5.78, -2.64, -0.05)
C (0.68, -2.00, 1.76)
C (-2.68, 1.44, 0.65)
Sb (-2.63, 1.03, 2.78)
H (4.30, 2.31, -0.85)
C (-3.34, 3.61, -1.00)
C (-0.69, 1.77, 3.35)
H (-4.85, 1.06, 0.70)
H (2.51, 4.35, -4.85)
H (-2.25, -3.58, 0.07)
C (4.16, -1.48, 0.78)
C (-3.18, -2.87, -3.45)
C (-0.72, 3.08, 3.81)
H (1.39, 0.35, -5.90)
C (2.22, 4.58, 1.47)
C (-1.63, -2.88, 4.49)
C (3.13, -0.59, 0.52)
H (3.63, 1.22, 4.24)
H (1.63, 5.22, 2.12)
C (-2.90, -1.65, -2.79)
H (-1.71, -0.81, 5.08)
C (-4.38, 2.71, -0.53)
H (-1.06, -0.16, -5.21)
C (1.62, 3.48, 0.85)
H (5.36, 4.21, 0.27)
C (2.22, 3.34, -4.56)
C (1.59, 1.11, -5.15)
C (0.13, -1.87, -0.32)
C (-2.36, -4.14, 1.00)
C (1.87, -4.13, 1.98)
C (1.45, 0.80, -3.81)
C (3.73, -0.55, -1.79)
H (1.01, -2.18, 3.75)
C (-4.04, -3.78, -2.79)
C (-4.24, -2.21, -0.99)
H (2.07, 2.64, -6.58)
H (5.39, -1.79, -2.35)
H (-1.38, -3.24, 5.48)
C (-2.13, -3.25, 2.18)
H (2.56, -0.20, 1.35)
H (-3.59, 4.47, -1.60)
H (1.50, -4.34, 2.99)
N (-3.39, -1.38, -1.54)
C (3.57, 4.84, 1.27)
H (-5.88, -1.38, 0.10)
H (-1.68, -5.00, 1.00)
H (0.57, 3.28, 1.04)
H (-1.28, 5.10, -1.68)
C (-4.06, 1.68, 0.27)
C (2.34, 2.65, -0.01)
Ti (-1.03, 0.42, -0.53)
C (4.75, -1.46, -1.54)
H (2.55, 3.32, 4.60)
N (-1.71, 2.24, 0.03)
H (2.31, 3.78, -2.47)
C (-2.64, -3.12, -4.73)
C (3.70, 2.94, -0.19)
C (-0.92, 4.14, -1.30)
N (0.14, -1.19, 0.83)
H (2.89, -3.74, 2.03)
H (0.18, -4.03, -0.52)
C (4.97, -1.94, -0.25)
H (-1.47, -2.34, -6.33)
H (-4.28, -1.00, 0.76)
C (2.85, 0.84, 3.58)
H (-0.47, 3.59, -2.14)
H (2.71, -0.22, 3.78)
H (3.20, 0.95, 2.55)
C (-2.14, -1.08, 2.99)
H (-4.99, -2.61, 1.00)
H (4.03, 5.70, 1.75)
S (-1.88, 0.93, -2.72)
H (4.36, -1.79, 1.81)
N (0.98, -3.22, 1.30)
C (-4.59, -3.45, -1.59)
H (0.45, 4.67, 4.68)
Si (1.53, 1.24, -0.99)
C (-1.88, -2.16, -5.34)
C (-1.82, -1.52, 4.27)
H (1.76, -3.18, -0.68)
C (-1.79, -3.76, 3.43)
C (-4.88, -1.78, 0.30)
C (-1.64, -0.93, -4.70)
H (-3.38, -4.54, 1.01)
H (-1.64, 3.64, 3.81)
O (-0.41, -1.36, -1.31)
C (0.80, -3.20, -0.16)
C (1.58, 1.62, 3.75)
C (-2.12, -0.65, -3.45)
H (1.88, -5.07, 1.44)
H (-5.41, 2.90, -0.80)
H (-2.85, -4.07, -5.21)
C (4.31, 4.01, 0.44)
C (2.10, 3.02, -3.21)
H (1.11, -0.20, -3.53)
N (-2.30, -1.94, 1.97)
C (2.87, -0.11, -0.77)
H (-0.13, 4.32, -0.57)
H (-1.66, -4.83, 3.57)
N (0.91, -1.54, 2.98)
C (1.97, 2.39, -5.53)
C (0.45, 3.66, 4.29)
H (-5.29, -4.10, -1.09)
H (0.58, -0.59, 3.17)
H (-4.28, -4.72, -3.27)
N (0.44, 1.04, 3.33)
H (3.60, -0.18, -2.80)
C (-2.05, 3.36, -0.72)
C (1.61, 2.91, 4.26)
C (1.71, 1.74, -2.81)

These are the Mulliken partial charges, in e, on atoms 1 to 2: 0.39, -2.53

In the order shown, the computed M values come out to 1236.5; 1199.6; 1199.6; 992.8 g mol⁻¹.